Entry 1:
Computed, not measured: a molecular structure, C53H58IrN3P2, with the ωB97M-V functional and the def2-TZVPD basis.

Structure (XYZ):
```
117
Properties=species:S:1:pos:R:3:lowdin_spin:R:1
Ir -0.44 0.27 -0.10 0.00
C -0.37 1.67 2.19 0.00
C -1.67 1.82 2.95 0.00
C -2.17 0.55 3.62 0.00
C -2.68 2.54 2.09 0.00
C -3.41 3.55 2.70 0.00
C -4.30 4.33 1.98 0.00
C -4.35 4.18 0.61 0.00
C -3.61 3.21 -0.06 0.00
C -3.57 3.38 -1.59 0.00
C -4.80 2.86 -2.33 0.00
C -2.27 2.99 -2.29 0.00
C -2.87 2.29 0.73 0.00
N -2.37 1.10 0.09 0.00
C -3.22 0.51 -0.72 0.00
C -2.73 -0.37 -1.67 0.00
C -3.36 -0.97 -2.76 0.00
C -2.36 -1.34 -3.63 0.00
C -1.13 -0.97 -3.07 0.00
N -1.33 -0.40 -1.84 0.00
C 0.17 -1.02 -3.82 0.00
C -0.05 -1.51 -5.25 0.00
C 0.72 0.41 -3.89 0.00
C 1.12 -2.00 -3.14 0.00
H 0.49 1.48 2.82 0.00
H -0.16 2.54 1.58 0.00
H -0.41 0.71 1.57 0.00
H -1.43 2.53 3.75 0.00
H -2.35 -0.24 2.89 0.00
H -3.11 0.73 4.13 0.00
H -1.46 0.19 4.36 0.00
H -3.28 3.73 3.76 0.00
H -4.88 5.09 2.47 0.00
H -4.95 4.86 0.02 0.00
H -3.61 4.47 -1.68 0.00
H -4.76 1.78 -2.50 0.00
H -4.87 3.33 -3.31 0.00
H -5.72 3.09 -1.79 0.00
H -2.24 1.94 -2.60 0.00
H -1.40 3.20 -1.66 0.00
H -2.17 3.58 -3.20 0.00
H -4.28 0.76 -0.66 0.00
H -4.43 -1.04 -2.91 0.00
H -2.49 -1.79 -4.60 0.00
H -0.72 -0.86 -5.81 0.00
H -0.44 -2.53 -5.28 0.00
H 0.91 -1.51 -5.77 0.00
H 0.06 1.04 -4.48 0.00
H 1.70 0.41 -4.36 0.00
H 0.82 0.86 -2.89 0.00
H 0.72 -3.01 -3.18 0.00
H 1.28 -1.74 -2.10 0.00
H 2.09 -1.99 -3.65 0.00
C 2.78 -0.84 0.92 0.03
N 2.13 -0.99 2.20 0.31
C 0.96 -1.87 2.21 0.03
P -0.24 -1.82 0.77 0.00
C -1.71 -2.53 1.57 0.00
C -3.01 -2.23 1.19 0.00
C -4.08 -2.92 1.74 0.00
C -3.86 -3.91 2.68 0.00
C -2.56 -4.24 3.05 0.00
C -1.49 -3.57 2.49 0.00
C 0.23 -3.16 -0.35 0.00
C 1.43 -3.86 -0.28 0.00
C 1.64 -4.96 -1.10 0.00
C 0.65 -5.37 -1.99 0.00
C -0.55 -4.67 -2.06 0.00
C -0.77 -3.57 -1.24 0.00
C 2.74 -0.65 3.37 0.10
C 4.15 -0.45 3.43 0.11
C 4.76 -0.12 4.62 0.01
C 3.99 0.05 5.78 0.21
C 2.60 -0.14 5.74 0.01
C 1.98 -0.49 4.57 0.11
P 1.97 0.36 -0.25 0.02
C 3.21 0.25 -1.58 0.00
C 3.92 -0.93 -1.84 0.00
C 4.94 -0.94 -2.78 0.00
C 5.26 0.22 -3.48 0.00
C 4.56 1.39 -3.22 0.00
C 3.55 1.41 -2.27 0.00
C 2.24 2.04 0.36 0.00
C 3.17 2.37 1.33 0.00
C 3.34 3.70 1.70 0.00
C 2.59 4.70 1.09 0.00
C 1.67 4.37 0.11 0.00
C 1.49 3.05 -0.26 0.00
H 2.72 -1.79 0.39 0.01
H 3.83 -0.58 1.02 0.00
H 0.35 -1.67 3.08 0.00
H 1.32 -2.90 2.29 0.01
H -3.20 -1.46 0.46 0.00
H -5.09 -2.67 1.44 0.00
H -4.70 -4.45 3.11 0.00
H -2.38 -5.03 3.76 0.00
H -0.50 -3.89 2.77 0.00
H 2.21 -3.60 0.43 0.00
H 2.57 -5.51 -1.04 0.00
H 0.81 -6.23 -2.61 0.00
H -1.33 -5.00 -2.73 0.00
H -1.72 -3.06 -1.29 0.00
H 4.77 -0.63 2.57 0.00
H 5.83 -0.02 4.66 0.00
H 4.47 0.31 6.71 0.01
H 2.02 0.00 6.64 0.00
H 0.91 -0.61 4.56 0.00
H 3.68 -1.86 -1.35 0.00
H 5.48 -1.85 -2.98 0.00
H 6.05 0.21 -4.21 0.00
H 4.81 2.30 -3.75 0.00
H 3.05 2.35 -2.07 0.00
H 3.79 1.62 1.80 0.00
H 4.07 3.96 2.46 0.00
H 2.74 5.73 1.38 0.00
H 1.10 5.15 -0.38 0.00
H 0.78 2.81 -1.05 0.00
```

Results
LUMO level (spin up / spin down) (eV): -9.40 / -10.96
Multiplicity: 2
HOMO-LUMO gap (spin up / spin down) (eV): 5.6 / 4.0
Expectation value of S²: 0.7794
Energy above the lowest of the compared OMol25 structures with the same formula, charge and spin (kcal/mol): 0.0
Total charge: +3
HOMO energy (spin up / spin down) (eV): -14.98 / -14.98

***

Entry 2:
Computed, not measured: 2 unconnected molecules or ions with the total composition C4H3Br2Cl2NOS at a distorted geometry, with the ωB97M-V functional and the def2-TZVPD basis.

Structure (XYZ):
```
14
Properties=species:S:1:pos:R:3:nbo_charge:R:1
C 0.00 -2.49 0.92 0.86
C 2.05 -2.90 -0.97 -0.17
C 2.92 -2.32 -0.13 -0.39
C 0.23 0.06 1.05 -0.43
N 0.13 -1.32 0.68 -0.58
O -0.29 -3.58 1.08 -0.52
S 3.53 -0.65 -0.41 0.34
Cl 1.72 -4.61 -0.95 0.07
Cl 4.88 -0.54 1.06 -0.12
Br 1.49 -2.10 -2.68 0.09
Br 3.60 -3.34 1.24 0.19
H 1.21 0.43 1.57 0.20
H 0.33 0.36 0.01 0.24
H -0.57 0.35 1.78 0.22
```

Results
LUMO level (eV): -0.47
HOMO-LUMO gap (eV): 8.3
SMILES: ClS/C(Br)=C(/Cl)Br.CN=C=O
Energy above the lowest of the compared OMol25 structures with the same formula, charge and spin (kcal/mol): 22.8
HOMO energy (eV): -8.80

***

Entry 3:
Computed, not measured: a molecular structure, C30H32ClHfN3SSi2 at a distorted geometry, with the ωB97M-V functional and the def2-TZVPD basis.

Structure (XYZ):
```
70
Properties=species:S:1:pos:R:3:nbo_charge:R:1
C 1.13 0.98 -0.75 -0.39
C -0.21 1.34 -1.13 -0.35
C -0.78 2.11 -0.06 -0.36
H -0.66 1.19 -2.11 0.30
C 0.21 2.24 0.97 -0.36
C 1.40 1.56 0.54 -0.33
H 2.37 1.62 1.02 0.29
H 1.88 0.58 -1.43 0.28
H -1.71 2.68 -0.12 0.31
H 0.12 2.87 1.85 0.30
Hf -0.37 -0.02 0.78 1.85
Si -6.82 2.17 1.33 1.08
C -8.43 1.55 0.62 -0.52
C -9.20 0.64 1.37 -0.15
H -8.93 0.42 2.41 0.21
C -10.28 -0.02 0.78 -0.22
H -10.84 -0.76 1.35 0.22
C -10.63 0.25 -0.55 -0.20
H -11.47 -0.27 -1.01 0.23
C -9.91 1.21 -1.27 -0.21
H -10.21 1.45 -2.29 0.22
C -8.82 1.86 -0.69 -0.20
H -8.25 2.60 -1.25 0.21
C -7.16 2.61 3.10 -0.43
C -8.32 3.36 3.40 -0.21
H -8.93 3.74 2.58 0.23
C -8.68 3.60 4.72 -0.20
H -9.59 4.17 4.94 0.23
C -7.89 3.11 5.77 -0.19
H -8.17 3.30 6.81 0.23
C -6.72 2.40 5.49 -0.20
H -6.09 2.03 6.29 0.22
C -6.35 2.16 4.16 -0.24
H -5.42 1.62 3.94 0.19
H -6.43 3.37 0.54 -0.14
Si -5.39 0.22 1.15 0.92
C -3.94 1.21 1.88 -0.45
C -3.73 2.57 1.59 -0.24
H -4.24 3.04 0.74 0.24
C -2.95 3.37 2.42 -0.20
H -2.94 4.46 2.26 0.24
C -2.22 2.81 3.45 -0.23
H -1.62 3.43 4.11 0.24
C -2.26 1.42 3.64 -0.25
H -1.62 0.95 4.40 0.23
C -3.11 0.63 2.87 -0.20
H -3.16 -0.45 3.04 0.22
C -5.24 0.21 -0.72 -0.49
C -4.29 0.98 -1.40 -0.24
H -3.49 1.47 -0.83 0.18
C -4.37 1.15 -2.78 -0.21
H -3.65 1.80 -3.28 0.21
C -5.37 0.49 -3.51 -0.20
H -5.44 0.64 -4.58 0.23
C -6.27 -0.35 -2.85 -0.21
H -7.04 -0.88 -3.42 0.23
C -6.20 -0.51 -1.46 -0.14
H -6.92 -1.15 -0.94 0.22
H -5.19 -1.18 1.54 -0.12
Cl -2.26 -1.26 0.22 -0.32
N 0.83 -1.70 -0.14 -0.69
N 2.05 -1.93 0.58 -0.42
C 2.04 -1.75 1.91 0.37
N 3.07 -2.27 2.61 -0.71
S 0.85 -0.80 2.75 -0.10
H 1.07 -1.54 -1.13 0.44
H 0.30 -2.58 -0.19 0.43
H 2.63 -2.69 0.20 0.43
H 3.10 -2.15 3.62 0.45
H 3.75 -2.90 2.19 0.43
```

Results
LUMO level (eV): -7.78
HOMO-LUMO gap (eV): 4.3
Energy above the lowest of the compared OMol25 structures with the same formula, charge and spin (kcal/mol): 0.0
Total charge: +2
HOMO energy (eV): -12.05

***

Entry 4:
Computed, not measured: 2 unconnected molecules or ions with the total composition CCl4OS at a distorted geometry, with the ωB97M-V functional and the def2-TZVPD basis.

Structure (XYZ):
```
7
Properties=species:S:1:pos:R:3:nbo_charge:R:1
C 2.22 -0.54 -0.50 -0.16
O -2.56 0.62 1.52 -0.83
S -1.75 -0.05 0.48 1.26
Cl 2.37 -1.63 0.79 0.05
Cl 3.38 0.64 -0.57 0.10
Cl -0.71 1.44 -0.58 -0.23
Cl -2.96 -0.49 -1.13 -0.20
```

Results
LUMO level (eV): -1.10
HOMO-LUMO gap (eV): 8.4
Energy above the lowest of the compared OMol25 structures with the same formula, charge and spin (kcal/mol): 68.0
HOMO energy (eV): -9.49